No. 1
A single C3H5F molecule in a non-equilibrium geometry, computed with ωB97M-V/def2-TZVPD.

XYZ file:
```
9
Properties=species:S:1:pos:R:3:lowdin_charge:R:1
C 0.976 -0.736 0.033 0.037
C 0.264 0.485 0.474 -0.280
C -1.103 0.520 -0.288 -0.091
F -1.961 -0.424 0.091 -0.010
H 1.322 -0.492 -0.904 0.019
H 0.744 -1.729 0.346 0.052
H -0.028 0.509 1.480 0.076
H 0.911 1.321 0.120 0.117
H -1.124 0.545 -1.353 0.080
```

As for the energy relative to the best compared isomer or geometry (same formula, charge and spin): 3.208 eV. The orbital gap (spin up / spin down) comes out at 8.91 / 8.63 eV. The HOMO energy (spin up / spin down) comes out at -8.52 / -8.48 eV. As for the charge: 0.


No. 2
A molecular structure, C14H16I2NO5W in a non-equilibrium geometry, computed with ωB97M-V/def2-TZVPD.

XYZ file:
```
39
Properties=species:S:1:pos:R:3:lowdin_charge:R:1
W -0.664 -0.252 0.837 1.056
O 2.864 -0.272 -0.392 0.220
C 2.021 0.549 -0.344 -0.387
O 1.031 0.437 0.726 -0.313
C 1.871 1.796 -1.184 -0.064
C 2.019 3.111 -0.365 -0.236
C 2.440 4.220 -1.334 -0.081
C 1.115 4.450 -2.105 -0.076
C 0.170 3.477 -1.391 -0.244
O 0.670 3.445 -0.049 -0.034
C 0.454 2.035 -1.840 -0.063
C -0.484 1.054 -1.216 -0.532
O -0.214 -0.187 -1.309 -0.063
O -1.365 1.397 -0.361 -0.104
H 2.639 1.710 -1.950 0.169
H 2.607 3.021 0.544 0.171
H 3.270 3.922 -1.973 0.122
H 2.739 5.106 -0.780 0.124
H 1.193 4.250 -3.174 0.123
H 0.757 5.469 -1.979 0.123
H -0.881 3.747 -1.389 0.167
H 0.482 1.871 -2.917 0.177
C -0.809 -3.076 -1.235 -0.070
C -2.080 -2.407 -0.896 -0.320
C -3.361 -2.833 -1.335 -0.009
C -4.277 -1.952 -0.836 0.002
C -3.563 -0.977 -0.083 -0.306
C -4.172 0.185 0.601 -0.095
N -2.231 -1.287 -0.112 -0.148
H -0.711 -3.981 -0.623 0.087
H 0.072 -2.464 -1.075 0.042
H -0.845 -3.395 -2.277 0.102
H -3.530 -3.690 -1.967 0.122
H -5.346 -1.947 -0.971 0.122
H -5.158 0.371 0.183 0.094
H -3.561 1.082 0.509 0.033
H -4.296 -0.022 1.669 0.048
I -0.017 -2.379 2.232 0.475
I -1.700 0.850 2.920 0.565
```

The orbital gap (spin up / spin down) comes out at 3.98 / 3.98 eV. The HOMO energy (spin up / spin down) comes out at -10.65 / -10.65 eV. As for the charge: +1.